No. 1
Entry from OMol25: the molecule C4H6N2O in a non-equilibrium geometry (ωB97M-V/def2-TZVPD).

Last column: natural (NBO) charge in e.
Positions of all 13 atoms, in Å:
C 0.395 -1.015 -0.352  -0.046
N 2.553 1.292 -0.946  -0.309
C -1.680 0.124 0.055  0.390
H -1.753 0.673 1.012  0.126
O -0.962 -1.048 0.103  -0.534
H 0.747 -2.052 -0.434  0.207
H 0.679 0.398 1.304  0.252
N -2.229 0.642 -0.955  -0.619
H -2.711 1.476 -0.593  0.347
H 1.890 -0.848 1.358  0.253
C 2.158 0.684 -0.039  0.271
C 1.296 -0.237 0.674  -0.547
H 0.421 -0.579 -1.362  0.210

Atomic forces in eV per Å
0.043 0.090 0.107
0.074 -0.419 1.533
0.215 0.844 0.501
0.181 -0.757 0.090
-0.246 0.217 -0.221
-0.352 0.285 0.136
-0.304 -0.122 0.169
0.140 -0.499 0.268
0.186 -0.267 -0.540
-0.255 -0.261 -0.233
0.253 0.639 -2.492
-0.110 0.131 0.235
0.175 0.120 0.449

Output
- Kohn-Sham gap: 0.41850 hartree
- ΔE to the lowest compared entry with this formula, charge and spin: 2.265 eV
- Strongest force on any atom: 2.6 eV Å⁻¹
- DFT total energy: -9271.237 eV
- Charge: 0
- LUMO energy: 0.02381 hartree
- 2S+1: 1

***

No. 2
Entry from OMol25: the molecule C4H6N2O (ωB97M-V/def2-TZVPD).

Last column: natural (NBO) charge in e.
Positions of all 13 atoms, in Å:
C 0.540 -0.643 -1.678  -0.075
N 0.037 -1.116 -0.340  -0.509
N -0.258 0.583 1.254  -0.618
C -1.236 1.225 0.406  -0.415
H 0.069 1.041 2.091  0.405
H -1.886 0.465 -0.035  0.219
H -0.768 1.799 -0.406  0.181
H 0.222 0.008 -2.476  0.238
H -1.844 1.905 1.005  0.210
H 1.960 -2.328 -0.985  0.250
C 0.509 -0.458 0.839  0.759
O 1.470 -0.881 1.458  -0.635
C 1.186 -1.600 -1.133  -0.009

Atomic forces in eV per Å
0.223 -0.165 -0.015
-0.035 -0.046 0.298
0.190 -0.099 0.039
-0.155 0.062 -0.131
-0.048 -0.031 -0.142
0.018 0.158 0.048
-0.125 -0.040 0.133
0.106 -0.032 0.259
0.062 -0.093 -0.069
-0.130 -0.047 -0.174
0.090 0.047 0.122
-0.237 0.176 -0.167
0.041 0.110 -0.200

Output
- Kohn-Sham gap: 0.35090 hartree
- ΔE to the lowest compared entry with this formula, charge and spin: 3.776 eV
- Strongest force on any atom: 0.3 eV Å⁻¹
- DFT total energy: -9269.726 eV
- Charge: 0
- LUMO energy: 0.03349 hartree
- 2S+1: 1

***

No. 3
Entry from OMol25: the molecule C4H6N2O (ωB97M-V/def2-TZVPD).

Last column: natural (NBO) charge in e.
Positions of all 13 atoms, in Å:
H -2.817 1.241 -1.443  0.498
H 3.380 0.013 0.001  0.218
O -3.090 0.749 -0.655  -0.670
C 0.226 -0.036 -0.610  0.495
C 1.354 -0.610 -0.307  -0.378
C 2.413 0.082 0.508  -0.610
H 2.514 -0.357 1.506  0.222
H 2.164 1.140 0.622  0.220
C -1.981 0.188 -0.136  0.663
N -0.836 0.512 -0.925  -0.553
H -2.881 -0.725 1.232  0.356
N -1.942 -0.570 0.871  -0.712
H 1.496 -1.628 -0.662  0.250

Atomic forces in eV per Å
-0.082 -0.046 0.101
-0.098 0.019 0.099
0.040 0.108 -0.063
-0.063 -0.033 -0.058
-0.222 0.140 -0.111
0.087 0.088 0.075
-0.020 0.010 -0.158
0.083 -0.137 0.046
0.017 -0.291 0.267
0.390 -0.347 0.055
0.023 0.091 0.063
-0.184 0.222 -0.295
0.029 0.176 -0.020

Output
- Kohn-Sham gap: 0.36440 hartree
- ΔE to the lowest compared entry with this formula, charge and spin: 1.993 eV
- Strongest force on any atom: 0.5 eV Å⁻¹
- DFT total energy: -9271.509 eV
- Charge: 0
- LUMO energy: 0.02547 hartree
- 2S+1: 1

***

No. 4
Entry from OMol25: a structure of composition C4H6N2O in a non-equilibrium geometry (ωB97M-V/def2-TZVPD).

Last column: natural (NBO) charge in e.
Positions of all 13 atoms, in Å:
C 0.516 1.525 0.102  -0.330
H 1.336 1.209 2.142  0.212
H 0.760 2.547 -0.155  0.233
C -0.276 -0.606 -0.018  0.239
N -0.845 -1.790 -0.488  -0.823
N 0.327 -0.424 1.187  -0.516
H -1.534 -2.184 0.143  0.373
H 0.506 -1.159 1.848  0.412
H -1.276 -1.568 -1.383  0.396
C 0.813 0.871 1.264  -0.081
C -0.184 0.580 -0.695  0.049
H 0.436 0.334 -1.924  0.515
O -0.580 0.666 -2.023  -0.679

Atomic forces in eV per Å
-0.048 -0.001 0.192
-0.029 -0.024 -0.005
-0.063 -0.197 0.066
-0.232 0.427 0.258
0.030 -0.168 -0.037
0.165 0.032 0.225
0.014 0.078 -0.116
-0.007 0.113 0.030
-0.010 -0.245 0.181
0.138 -0.117 0.283
-1.113 0.209 2.283
-2.036 0.618 -3.303
3.191 -0.724 -0.056

Output
- Kohn-Sham gap: 0.30565 hartree
- ΔE to the lowest compared entry with this formula, charge and spin: 2.523 eV
- Strongest force on any atom: 3.9 eV Å⁻¹
- DFT total energy: -9270.979 eV
- Charge: 0
- LUMO energy: 0.03122 hartree
- 2S+1: 1

***

No. 5
Entry from OMol25: the molecule C4H6N2O (ωB97M-V/def2-TZVPD).

Last column: natural (NBO) charge in e.
Positions of all 13 atoms, in Å:
H -2.068 1.182 0.670  0.369
N 1.437 -1.040 0.137  -0.584
C 2.048 0.151 0.168  0.110
H 1.936 -1.918 0.179  0.412
C -0.375 0.283 -0.011  -0.028
H -1.608 -1.829 -0.027  0.507
H 1.202 1.541 -0.913  0.259
N -1.759 0.608 -0.110  -0.849
O -0.680 -2.126 0.038  -0.662
H -1.967 1.127 -0.960  0.369
C 0.032 -0.992 0.051  0.433
C 0.876 1.094 0.039  -0.583
H 0.927 1.919 0.740  0.248

Atomic forces in eV per Å
0.018 -0.101 -0.095
0.336 0.019 0.014
-0.479 -0.665 0.416
-0.067 0.087 -0.036
0.182 -0.594 0.020
0.175 -0.173 0.012
-0.468 0.204 -0.259
0.017 0.316 0.002
-0.146 0.081 -0.027
0.022 -0.103 0.109
-0.125 0.515 -0.014
0.568 0.319 -0.396
-0.033 0.095 0.255

Output
- Kohn-Sham gap: 0.33543 hartree
- ΔE to the lowest compared entry with this formula, charge and spin: 2.921 eV
- Strongest force on any atom: 0.9 eV Å⁻¹
- DFT total energy: -9270.581 eV
- Charge: 0
- LUMO energy: 0.02646 hartree
- 2S+1: 1

***

No. 6
Entry from OMol25: the molecule C4H6N2O in a non-equilibrium geometry (ωB97M-V/def2-TZVPD).

Last column: natural (NBO) charge in e.
Positions of all 13 atoms, in Å:
H -2.981 0.505 0.168  0.231
H -1.977 -1.885 -0.271  0.205
C 1.629 0.410 -0.188  0.542
C -2.002 0.257 -0.193  -0.465
N -0.100 -1.038 0.028  -0.159
H -0.632 1.281 1.371  0.210
N 0.328 0.288 -0.040  -0.321
H -0.797 2.030 -0.346  0.218
H 1.757 1.377 -0.624  0.091
H -2.117 0.450 -1.214  0.217
C -0.765 1.102 0.299  -0.229
C -1.375 -1.048 0.157  0.006
O 2.527 -0.353 0.069  -0.547

Atomic forces in eV per Å
-0.222 0.127 1.089
0.998 -0.280 1.474
2.183 1.513 0.029
1.889 1.264 2.951
-0.626 -0.651 0.975
-0.967 0.383 -0.037
-1.946 -4.579 -0.186
0.470 -0.508 1.274
1.072 1.377 -0.347
0.264 -0.387 -2.013
-1.481 3.235 -1.454
-1.187 -1.212 -3.520
-0.446 -0.283 -0.235

Output
- Kohn-Sham gap: 0.36379 hartree
- ΔE to the lowest compared entry with this formula, charge and spin: 3.191 eV
- Strongest force on any atom: 5.0 eV Å⁻¹
- DFT total energy: -9270.311 eV
- Charge: 0
- LUMO energy: 0.02063 hartree
- 2S+1: 1

***

No. 7
Entry from OMol25: a cluster of 2 separate species, C4H6N2O in total in a non-equilibrium geometry (ωB97M-V/def2-TZVPD).

Last column: natural (NBO) charge in e.
Positions of all 13 atoms, in Å:
C 1.817 -0.268 -0.193  -0.282
H 2.913 -0.398 -0.491  0.239
H 0.832 -2.277 0.053  0.223
N -0.406 -0.625 0.478  -0.231
H 1.205 1.851 -0.827  0.241
H 1.485 1.539 0.931  0.246
H -1.457 2.348 -0.272  0.397
O -1.589 -1.120 -0.367  -0.612
N -1.323 1.275 0.025  -0.709
C 1.242 1.011 -0.053  -0.521
C -0.233 0.698 0.067  0.490
C 0.828 -1.206 0.138  0.016
H -2.077 -0.057 0.269  0.503

Atomic forces in eV per Å
0.670 -4.366 -0.284
-1.935 -0.298 0.702
0.384 -0.196 0.224
0.724 -1.525 -2.270
1.133 -1.276 0.538
-0.040 -0.500 -1.080
0.804 -3.392 0.912
0.228 2.961 4.210
-3.069 5.032 -1.073
-2.690 5.136 0.630
0.997 -0.460 2.008
2.225 0.868 -1.470
0.568 -1.985 -3.046

Output
- Kohn-Sham gap: 0.34163 hartree
- ΔE to the lowest compared entry with this formula, charge and spin: 5.852 eV
- Strongest force on any atom: 6.0 eV Å⁻¹
- DFT total energy: -9267.650 eV
- Charge: 0
- LUMO energy: 0.02868 hartree
- 2S+1: 1

***

No. 8
Entry from OMol25: a cluster of 2 separate species, C4H6N2O in total in a non-equilibrium geometry (ωB97M-V/def2-TZVPD).

Last column: natural (NBO) charge in e.
Positions of all 13 atoms, in Å:
H 0.926 -0.005 -1.327  0.211
C 0.842 0.663 -0.465  -0.052
H -0.665 1.745 0.625  0.263
C -1.637 0.353 -0.608  0.270
C -0.545 1.302 -0.369  -0.543
O 1.164 -0.053 0.738  -0.510
N 1.119 -2.467 0.423  -0.510
H -0.105 -2.119 1.124  0.397
H -0.411 -1.233 1.554  -0.059
N -2.489 -0.401 -0.819  -0.302
H 1.598 1.446 -0.539  0.211
H -0.627 2.111 -1.104  0.261
C 0.830 -1.342 0.767  0.364

Atomic forces in eV per Å
-0.006 0.090 0.124
-0.008 0.118 -0.204
-0.003 -0.036 -0.149
-0.741 -0.650 -0.186
0.015 0.065 0.013
0.034 -0.058 0.119
-0.023 0.597 0.086
-0.158 -0.010 0.080
0.077 -0.039 -0.005
0.845 0.728 0.231
-0.110 -0.102 0.007
0.013 -0.128 0.065
0.064 -0.574 -0.181

Output
- Kohn-Sham gap: 0.36258 hartree
- ΔE to the lowest compared entry with this formula, charge and spin: 6.142 eV
- Strongest force on any atom: 1.1 eV Å⁻¹
- DFT total energy: -9267.360 eV
- Charge: 0
- LUMO energy: 0.01848 hartree
- 2S+1: 1

***

No. 9
Entry from OMol25: a structure of composition C4H6N2O in a non-equilibrium geometry (ωB97M-V/def2-TZVPD).

Last column: natural (NBO) charge in e.
Positions of all 13 atoms, in Å:
H 0.448 2.175 -0.295  0.225
N -2.027 0.645 -0.322  -0.793
H 1.204 -0.178 1.454  0.390
N 1.107 -1.119 -0.511  -0.548
C -0.696 0.277 -0.288  0.130
H -2.260 1.560 0.046  0.381
C 1.532 0.204 -0.252  0.446
C 0.415 1.098 -0.407  -0.360
H 1.695 -1.840 -0.102  0.395
C -0.233 -1.058 -0.052  -0.192
H -2.659 -0.058 0.046  0.378
H -0.868 -1.942 -0.155  0.204
O 2.288 0.210 0.848  -0.658

Atomic forces in eV per Å
0.101 -0.228 0.002
-0.444 -0.133 0.242
3.501 0.813 -0.668
-0.470 1.223 1.051
0.289 -0.709 0.556
0.233 -0.155 -0.117
-1.321 -0.318 -1.012
1.313 -0.659 -0.159
-0.057 0.402 -0.047
-0.583 -0.153 -1.452
0.146 0.170 -0.153
0.115 0.291 0.006
-2.825 -0.545 1.751

Output
- Kohn-Sham gap: 0.30027 hartree
- ΔE to the lowest compared entry with this formula, charge and spin: 4.598 eV
- Strongest force on any atom: 3.7 eV Å⁻¹
- DFT total energy: -9268.904 eV
- Charge: 0
- LUMO energy: 0.01322 hartree
- 2S+1: 1

***

No. 10
Entry from OMol25: the molecule C4H6N2O (ωB97M-V/def2-TZVPD).

Last column: natural (NBO) charge in e.
Positions of all 13 atoms, in Å:
H -1.856 -0.341 -1.240  0.239
H -0.387 -1.667 0.300  0.192
C 0.805 0.966 0.320  0.763
H 1.205 -2.371 0.006  0.216
O 1.364 1.816 0.987  -0.618
C 0.574 -1.505 -0.203  -0.415
H 2.049 -0.459 0.892  0.405
H -2.055 2.113 0.889  0.244
C -1.497 0.453 -0.610  -0.081
N -0.287 1.339 -0.526  -0.484
C -1.585 1.444 0.191  -0.025
H 0.409 -1.465 -1.285  0.197
N 1.260 -0.324 0.278  -0.634

Atomic forces in eV per Å
0.011 0.095 0.171
0.175 -0.017 -0.084
0.123 0.032 0.114
-0.056 0.124 -0.070
-0.201 -0.257 -0.164
-0.084 -0.135 -0.101
-0.089 -0.003 -0.057
0.049 -0.003 -0.149
-0.168 0.178 0.202
0.271 0.012 -0.010
-0.115 -0.223 -0.131
0.037 -0.002 0.143
0.046 0.200 0.134

Output
- Kohn-Sham gap: 0.34848 hartree
- ΔE to the lowest compared entry with this formula, charge and spin: 4.012 eV
- Strongest force on any atom: 0.4 eV Å⁻¹
- DFT total energy: -9269.490 eV
- Charge: 0
- LUMO energy: 0.02964 hartree
- 2S+1: 1